Entry 1:
Molecular formula: C22H18LaN4O2Se
Method: DFT, ωB97M-V/def2-TZVPD

- ΔE to the lowest compared entry with this formula, charge and spin (kJ/mol) = 0.0
- orbital gap (eV) = 6.5
- lowest unoccupied orbital energy (eV) = -3.9
- net charge = +1
- electronic energy (eV) = -99363.022
- HOMO energy (eV) = -10.4

Atoms and positions in Å:
La: 0.879 2.327 -1.340
O: 0.431 2.872 0.822
C: 0.015 2.422 1.967
C: 0.596 2.819 3.208
C: 0.292 2.126 4.396
C: -0.735 1.167 4.383
C: -1.475 0.890 3.260
C: -1.050 1.397 2.006
C: -1.484 0.738 0.829
N: -0.932 0.872 -0.389
N: -1.428 0.079 -1.365
C: -1.145 0.299 -2.589
O: -0.538 1.365 -2.999
C: -1.738 -0.720 -3.520
C: -1.495 -0.445 -4.870
C: -2.005 -1.341 -5.841
C: -2.896 -2.351 -5.519
C: -3.109 -2.671 -4.144
C: -2.461 -1.877 -3.151
H: 1.350 3.594 3.192
H: 0.792 2.433 5.317
H: -1.039 0.735 5.313
H: -2.385 0.226 3.328
H: -2.131 -0.084 1.005
H: -0.858 0.354 -5.160
H: -1.770 -1.095 -6.860
H: -3.430 -2.893 -6.308
H: -3.784 -3.493 -3.796
H: -2.526 -2.224 -2.132
C: 3.687 1.410 1.814
N: 2.887 0.569 0.974
C: 2.823 0.686 -0.374
Se: 3.643 1.917 -1.508
N: 1.972 -0.255 -0.881
C: 1.535 -1.080 0.227
C: 0.594 -2.101 0.264
C: 0.133 -2.487 1.507
C: 0.415 -1.678 2.623
C: 1.453 -0.718 2.635
C: 2.066 -0.462 1.388
H: 3.525 1.159 2.831
H: 3.247 2.423 1.708
H: 4.754 1.485 1.584
H: 1.918 -0.498 -1.868
H: 0.062 -2.455 -0.643
H: -0.395 -3.485 1.600
H: -0.160 -1.739 3.542
H: 1.897 -0.215 3.534

Mulliken atomic charge list, values in e, 2 entries: atom 1 (La): 1.661, atom 2 (O): -0.912

***

Entry 2:
Molecular formula: H12O6
Method: DFT, ωB97M-V/def2-TZVPD

- ΔE to the lowest compared entry with this formula, charge and spin (kJ/mol) = 88.2
- orbital gap (eV) = 10.5
- lowest unoccupied orbital energy (eV) = -0.1
- electronic energy (eV) = -12480.199
- HOMO energy (eV) = -10.6

Atoms and positions in Å:
O: 1.576 0.302 -2.479
H: 1.032 0.721 -1.811
H: 1.538 0.898 -3.227
O: -1.885 0.565 3.009
H: -1.448 0.300 2.200
H: -2.747 0.150 2.963
O: 2.002 -1.001 -0.180
H: 2.763 -0.711 0.323
H: 2.114 -0.597 -1.040
O: -0.648 -0.367 0.510
H: -0.501 0.538 0.233
H: 0.230 -0.742 0.580
O: -1.720 -2.942 0.218
H: -2.676 -2.938 0.167
H: -1.468 -2.033 0.055
O: 0.525 2.243 -0.566
H: 1.178 2.606 0.032
H: 0.135 3.008 -0.990

Mulliken atomic charge list, values in e, 2 entries: atom 1 (O): -0.698, atom 2 (H): 0.383

***

Entry 3:
Molecular formula: C23H29BrFNO7V
Method: DFT, ωB97M-V/def2-TZVPD

- orbital gap (eV) = 1.9
- lowest unoccupied orbital energy (eV) = -9.5
- net charge = +1
- electronic energy (eV) = -138554.728
- HOMO energy (eV) = -11.4

Atoms and positions in Å:
C: 0.925 -2.993 -2.408
C: 1.235 -1.919 -3.614
C: -0.183 -1.229 -4.129
O: -0.081 0.233 -4.000
C: -0.898 0.732 -2.853
C: -0.039 0.746 -1.430
C: 1.278 1.761 -1.254
C: 1.615 2.700 -2.574
O: 0.549 3.704 -2.865
N: 0.368 4.534 -1.824
O: -0.823 4.884 -1.739
C: 2.172 1.799 0.159
C: 3.459 2.829 0.148
C: 4.647 2.300 -0.860
F: 5.253 3.517 -1.476
C: 1.782 0.855 1.484
C: 2.655 0.945 2.894
Br: 2.459 2.796 3.730
C: 4.264 0.563 2.646
C: 4.433 -0.694 1.585
C: 0.464 -0.157 1.296
C: -0.430 -0.212 -0.117
C: -1.754 -1.234 -0.144
O: -2.125 -1.957 -1.203
C: -2.562 -1.323 1.318
C: -4.205 -1.406 1.288
C: -4.734 -0.550 2.625
C: -6.219 0.143 2.386
C: -1.746 -1.282 2.598
C: -0.080 -1.153 2.520
O: 0.711 -1.836 3.350
H: -0.122 -3.536 -2.544
H: 1.745 -3.859 -2.458
H: 0.993 -2.505 -1.344
H: 1.897 -1.021 -3.218
H: 1.712 -2.496 -4.517
H: -1.140 -1.707 -3.653
H: -0.240 -1.464 -5.296
H: -1.237 1.829 -3.179
H: -1.920 0.124 -2.762
H: 1.812 1.982 -3.506
H: 2.611 3.332 -2.460
H: 3.078 3.853 -0.276
H: 3.934 3.030 1.199
H: 5.485 1.813 -0.173
H: 4.262 1.508 -1.633
H: 2.289 0.205 3.724
H: 4.673 0.151 3.689
H: 4.922 1.498 2.394
H: 3.530 -1.437 1.731
H: 4.460 -0.366 0.463
H: 5.409 -1.311 1.826
H: -4.642 -2.491 1.240
H: -4.566 -0.765 0.356
H: -3.991 0.360 2.814
H: -4.675 -1.237 3.572
H: -7.025 -0.706 2.502
H: -6.206 0.643 1.320
H: -6.421 0.989 3.197
H: -2.244 -1.312 3.660
O: -7.763 -4.622 0.490
V: -6.925 -4.068 1.932
O: -6.088 -3.514 3.373

Mulliken atomic charge list, values in e, 2 entries: atom 1 (C): -0.600, atom 2 (C): -0.082

***

Entry 4:
Molecular formula: C20H31BF16O5Si
Method: DFT, ωB97M-V/def2-TZVPD

- ΔE to the lowest compared entry with this formula, charge and spin (kJ/mol) = 556.4
- orbital gap (eV) = 9.9
- lowest unoccupied orbital energy (eV) = 0.2
- electronic energy (eV) = -83509.195
- HOMO energy (eV) = -9.7

Atoms and positions in Å:
C: -3.790 3.257 3.878
C: -3.197 2.572 2.505
C: -3.065 3.590 1.228
C: -2.013 2.862 0.151
C: -2.637 1.464 -0.434
Si: -1.351 0.319 -1.325
C: -2.351 -1.148 -2.086
C: -1.440 -2.295 -2.822
C: -2.279 -3.720 -2.686
C: -1.915 -4.582 -1.338
O: -2.817 -5.537 -0.978
O: -0.734 -4.384 -0.481
B: 0.127 -0.236 -0.187
C: 1.012 0.818 0.772
O: 0.586 -1.668 -0.113
H: -4.376 2.388 4.448
H: -2.915 3.688 4.546
H: -4.578 4.064 3.550
H: -3.992 1.742 2.186
H: -2.189 1.976 2.683
H: -2.720 4.689 1.515
H: -4.097 3.653 0.632
H: -1.001 2.751 0.732
H: -1.858 3.678 -0.707
H: -3.457 1.762 -1.242
H: -3.187 0.795 0.354
H: -0.779 1.076 -2.465
H: -3.053 -0.687 -2.930
H: -3.080 -1.568 -1.252
H: -1.402 -2.035 -3.986
H: -0.330 -2.361 -2.458
H: -2.164 -4.423 -3.617
H: -3.430 -3.424 -2.587
H: 0.099 -4.224 -1.037
H: 1.180 1.861 0.268
H: 0.379 0.902 1.780
H: 2.029 0.302 1.086
H: 0.538 -1.996 0.832
C: 1.863 7.741 2.731
C: 0.772 8.750 2.343
C: -0.654 8.282 2.605
F: -0.971 7.182 1.885
F: -1.548 9.243 2.244
F: 0.941 9.116 1.044
F: 0.991 9.886 3.079
O: 2.391 6.953 1.663
C: 1.662 5.764 1.361
C: 1.107 5.760 -0.069
F: 0.243 6.788 -0.270
F: 0.414 4.618 -0.323
F: 0.704 5.573 2.298
F: 2.545 4.741 1.515
H: 2.720 8.330 3.081
H: 1.583 7.129 3.597
H: -0.814 8.065 3.665
H: 1.912 5.845 -0.804
C: 3.301 -6.404 -0.759
C: 2.437 -6.022 -1.970
C: 1.146 -6.820 -2.110
F: 1.379 -8.140 -2.292
F: 0.442 -6.405 -3.198
F: 3.190 -6.098 -3.100
F: 2.109 -4.698 -1.832
O: 4.392 -7.288 -1.026
C: 4.072 -8.679 -1.000
C: 4.320 -9.367 -2.348
F: 3.553 -8.827 -3.330
F: 4.002 -10.687 -2.291
F: 2.806 -8.841 -0.550
F: 4.880 -9.224 -0.050
H: 3.783 -5.479 -0.418
H: 2.704 -6.733 0.100
H: 0.503 -6.695 -1.235
H: 5.367 -9.277 -2.650

Mulliken atomic charge list, values in e, 2 entries: atom 1 (C): -0.959, atom 2 (C): -0.085

***

> What is the electronic energy in the fourth record?

-83509.195 eV